No. 1
This record from OMol25 describes a structure of composition C17H39OP3RhS. The level of theory is ωB97M-V/def2-TZVPD.

The geometry in ORCA input format:
```
! wB97M-V def2-TZVPD RIJCOSX def2/J DEFGRID3
* xyz 3 5
Rh -0.511 -0.323 -0.306
P -0.961 -2.052 1.317
P -0.384 1.145 1.668
P -1.068 -1.826 -1.784
H 2.452 1.260 -2.723
C 1.456 0.916 -2.983
C 0.370 1.812 -2.748
H 0.379 2.529 -3.594
C 0.576 -2.995 1.644
C -1.613 -1.757 3.023
C -2.226 -3.358 0.967
C -0.007 2.943 1.659
C -1.917 1.311 2.651
C 0.967 0.584 2.785
C -0.773 -1.251 -3.484
C -2.819 -2.355 -2.069
C 0.041 -3.314 -1.796
H 1.340 0.477 -3.970
H -0.641 1.359 -2.667
H 0.416 -3.768 2.404
H 1.357 -2.323 2.013
H 0.945 -3.485 0.739
H -1.786 -2.708 3.548
H -2.580 -1.245 2.949
H -0.932 -1.162 3.633
H -2.365 -4.024 1.830
H -1.981 -3.984 0.106
H -3.189 -2.861 0.798
H -0.319 3.384 2.619
H -0.593 3.380 0.839
H 1.068 3.114 1.505
H -1.813 0.848 3.637
H -2.774 0.890 2.109
H -2.100 2.382 2.798
H 1.216 1.420 3.457
H 1.856 0.353 2.177
H 0.692 -0.293 3.385
H -0.677 -2.124 -4.137
H 0.157 -0.696 -3.479
H -1.591 -0.589 -3.792
H -2.879 -3.034 -2.934
H -3.385 -1.442 -2.303
H -3.289 -2.840 -1.210
H 0.131 -3.682 -2.830
H -0.313 -4.137 -1.161
H 1.044 -3.016 -1.457
C 2.113 2.790 -0.779
C 2.592 1.504 -0.492
C 3.930 1.360 -0.099
C 4.754 2.481 0.077
C 4.198 3.775 -0.025
C 2.875 3.921 -0.431
S 0.474 3.117 -1.393
H 0.843 4.113 -2.197
H 1.959 0.625 -0.705
H 4.337 0.353 0.009
H 5.817 2.333 0.276
H 4.772 4.701 0.149
H 2.423 4.931 -0.548
O -3.938 -0.070 0.737
H -3.326 0.261 0.049
H -4.801 0.343 0.537
*
```

Computed properties:
LUMO (alpha / beta)   -0.34042 / -0.46899 Eh
Energy relative to the best compared isomer or geometry (same formula, charge and spin)   0.00 kJ/mol
Orbital gap (alpha / beta)   0.283 / 0.203 Ha
Calculated total energy   -2277.99579 a.u.
HOMO (alpha / beta)   -16.952 / -18.287 eV

Charges per atom according to Mulliken partitioning, unit e: Rh -0.34; P 0.85; P 1.41; P 1.00; H 0.58; C -1.49; C -0.05; H 0.62; C -1.25; C -1.38; C -1.39; C -1.54; C -1.27; C -1.24; C -1.03; C -1.25; C -1.25; H 0.59; H 0.20; H 0.43; H 0.33; H 0.37; H 0.57; H 0.38; H 0.32; H 0.54; H 0.44; H 0.35; H 0.62; H 0.47; H 0.33; H 0.48; H 0.29; H 0.47; H 0.47; H 0.25; H 0.41; H 0.58; H -0.09; H 0.39; H 0.44; H 0.43; H 0.30; H 0.49; H 0.30; H 0.39; C 0.57; C -0.27; C -0.83; C -0.62; C -0.67; C -0.51; S 0.12; H 0.37; H 0.59; H 0.50; H 0.45; H 0.44; H 0.43; O -0.57; H 0.21; H 0.31


No. 2
This record from OMol25 describes a cluster of 3 separate species, C17H40BNO12P2 in total. The level of theory is ωB97M-V/def2-TZVPD.

The geometry in ORCA input format:
```
! wB97M-V def2-TZVPD RIJCOSX def2/J DEFGRID3
* xyz 0 1
C 4.564 2.578 -0.723
C 4.764 4.031 0.073
C 3.401 4.945 0.116
C 2.055 4.114 0.629
C 2.459 3.302 2.024
C 0.841 5.195 1.026
O -0.185 4.588 1.881
C -1.417 4.249 1.165
O -2.527 5.007 1.390
C -1.640 2.971 0.144
C -0.721 1.655 0.493
C -0.632 0.654 -0.831
N 0.182 -0.652 -0.724
O -1.196 0.905 -2.017
B 0.289 6.011 -0.286
C 0.015 5.410 -1.790
O 0.050 7.484 -0.104
H 5.658 2.241 -1.063
H 3.829 2.714 -1.626
H 4.158 1.726 -0.018
H 5.119 3.723 1.170
H 5.699 4.594 -0.397
H 3.623 5.861 0.846
H 3.228 5.389 -0.969
H 1.679 3.410 -0.226
H 2.834 4.089 2.825
H 3.281 2.461 1.838
H 1.540 2.732 2.505
H 1.393 6.006 1.705
H -2.771 2.627 0.316
H -1.605 3.281 -1.008
H -1.167 0.995 1.381
H 0.385 1.888 0.794
H 0.764 -0.635 -1.614
H -0.519 -1.440 -0.870
H -1.052 5.804 -2.142
H 0.137 4.250 -1.897
H 0.791 5.915 -2.539
H 0.927 7.923 -0.391
C -2.384 -1.729 -3.166
O -3.249 -2.683 -3.753
P -3.426 -4.320 -3.220
O -2.682 -4.044 -1.910
O -2.373 -4.827 -4.382
C -1.054 -4.327 -4.424
O -3.603 -5.956 -2.687
C -4.366 -6.771 -3.554
H -2.961 -0.819 -2.980
H -1.920 -2.032 -2.227
H -1.595 -1.483 -3.881
H -0.691 -4.019 -3.441
H -1.012 -3.485 -5.119
H -0.394 -5.114 -4.804
H -3.879 -6.865 -4.527
H -5.366 -6.344 -3.680
H -4.458 -7.765 -3.111
C -0.505 -1.404 2.730
O -0.780 -2.291 3.798
P 0.204 -3.644 4.240
O 1.368 -3.166 3.368
O -0.777 -4.655 3.385
C -0.979 -4.461 2.002
O 1.188 -4.996 4.682
C 0.603 -5.852 5.643
H -0.581 -0.382 3.112
H 0.475 -1.518 2.266
H -1.271 -1.529 1.961
H -0.132 -3.968 1.519
H -1.888 -3.873 1.852
H -1.126 -5.438 1.529
H -0.308 -6.310 5.251
H 0.373 -5.287 6.552
H 1.315 -6.643 5.888
*
```

Computed properties:
LUMO   -0.11425 Eh
Orbital gap   0.240 Ha
Calculated total energy   -2336.50723 a.u.
HOMO   -9.643 eV
Structure (SMILES)   CCC[C@@H](C)[C@H](OC(=O)CCC(N)=O)B(C)O.COP(=O)(OC)OC.COP(=O)(OC)OC

Charges per atom according to Mulliken partitioning, unit e: C -0.80; C -0.52; C -0.55; C 0.64; C -1.27; C -0.02; O -0.26; C 0.23; O -0.59; C -0.29; C 0.15; C 0.32; N -0.47; O -0.61; B 0.26; C -0.71; O -0.61; H 0.31; H 0.19; H 0.20; H 0.24; H 0.37; H 0.26; H 0.22; H 0.05; H 0.31; H 0.25; H 0.33; H 0.12; H 0.41; H 0.23; H 0.22; H -0.22; H 0.36; H 0.22; H 0.26; H 0.20; H 0.27; H 0.31; C -0.44; O -0.48; P 0.95; O -0.61; O -0.36; C -0.53; O -0.24; C -0.67; H 0.31; H 0.12; H 0.32; H 0.25; H 0.21; H 0.28; H 0.30; H 0.29; H 0.24; C -0.50; O -0.50; P 0.95; O -0.65; O -0.39; C -0.61; O -0.23; C -0.66; H 0.24; H 0.44; H 0.23; H 0.35; H 0.22; H 0.32; H 0.29; H 0.28; H 0.25


No. 3
This record from OMol25 describes a cluster of 5 separate species, C17H40IN4O6S in total. The level of theory is ωB97M-V/def2-TZVPD.

The geometry in ORCA input format:
```
! wB97M-V def2-TZVPD RIJCOSX def2/J DEFGRID3
* xyz 1 1
O -4.266 1.202 0.694
C -5.211 0.179 0.996
C -4.853 -1.079 0.202
S -3.060 -1.304 0.393
O -2.963 -2.873 0.773
C -2.439 -1.214 -1.290
C -2.284 -2.562 -2.027
C -0.860 -2.755 -2.521
I -0.431 -1.394 -4.129
H -4.474 1.559 -0.176
H -5.148 -0.018 2.064
H -6.214 0.513 0.733
H -5.064 -0.927 -0.855
H -5.334 -1.980 0.578
H -2.627 -2.913 1.680
H -1.492 -0.680 -1.205
H -3.139 -0.570 -1.820
H -2.603 -3.410 -1.428
H -2.952 -2.533 -2.884
H -0.686 -3.753 -2.905
H -0.123 -2.502 -1.761
C 2.401 4.751 1.909
C 1.383 3.915 1.186
O 1.491 3.636 0.000
N 0.337 3.453 1.925
C 0.063 3.672 3.332
H 3.180 5.035 1.208
H 1.948 5.657 2.313
H 2.855 4.186 2.724
H -0.298 2.879 1.397
H 0.046 2.720 3.864
H -0.906 4.156 3.462
H 0.826 4.303 3.777
C 2.990 1.169 -1.220
C 3.826 -0.004 -0.767
O 4.206 -0.102 0.390
N 4.177 -0.953 -1.680
C 3.875 -1.029 -3.097
H 2.848 1.835 -0.381
H 3.484 1.723 -2.020
H 2.012 0.844 -1.581
H 4.751 -1.684 -1.287
H 3.343 -1.954 -3.329
H 4.800 -1.012 -3.674
H 3.259 -0.190 -3.406
C 5.809 3.399 1.949
C 5.984 4.573 2.886
O 5.179 4.821 3.773
N 7.079 5.354 2.708
C 8.129 5.217 1.718
H 4.899 2.872 2.218
H 5.729 3.737 0.915
H 6.647 2.708 2.032
H 7.140 6.117 3.364
H 9.096 5.078 2.203
H 8.183 6.107 1.090
H 7.938 4.359 1.082
C -6.249 -6.123 -2.852
C -5.390 -5.333 -1.899
O -4.579 -4.505 -2.300
N -5.535 -5.577 -0.573
C -6.433 -6.519 0.074
H -6.009 -5.814 -3.864
H -6.058 -7.192 -2.753
H -7.308 -5.939 -2.667
H -4.918 -5.034 0.010
H -7.109 -6.000 0.754
H -5.867 -7.258 0.642
H -7.028 -7.040 -0.668
*
```

Computed properties:
LUMO   -0.13240 Eh
Energy relative to the best compared isomer or geometry (same formula, charge and spin)   0.00 kJ/mol
Orbital gap   0.259 Ha
Calculated total energy   -2037.86077 a.u.
HOMO   -10.655 eV

Charges per atom according to Mulliken partitioning, unit e: O -0.49; C -0.52; C -0.54; S 0.44; O -0.40; C -0.50; C -0.42; C -1.44; I 0.04; H 0.31; H 0.36; H 0.37; H 0.34; H 0.41; H 0.37; H 0.56; H 0.44; H 0.30; H 0.38; H 0.54; H 0.46; C -1.39; C 0.83; O -0.68; N -0.09; C -0.85; H 0.27; H 0.47; H 0.38; H 0.16; H 0.27; H 0.29; H 0.33; C -0.74; C 0.70; O -0.67; N -0.16; C -0.76; H -0.07; H 0.37; H 0.29; H 0.23; H 0.25; H 0.28; H 0.29; C -1.35; C 0.76; O -0.66; N -0.17; C -0.81; H 0.25; H 0.37; H 0.51; H 0.24; H 0.28; H 0.28; H 0.31; C -1.49; C 0.86; O -0.55; N -0.07; C -0.92; H 0.30; H 0.40; H 0.39; H 0.12; H 0.29; H 0.30; H 0.35


No. 4
This record from OMol25 describes a cluster of 3 separate species, C17H40INO9P2S in total. The level of theory is ωB97M-V/def2-TZVPD.

The geometry in ORCA input format:
```
! wB97M-V def2-TZVPD RIJCOSX def2/J DEFGRID3
* xyz 0 1
C -4.644 -3.669 1.090
C -4.795 -2.130 1.147
C -3.579 -1.399 1.734
C -2.673 -0.817 0.646
N -2.143 -1.896 -0.181
C -1.245 -1.558 -1.283
C -2.088 -1.450 -2.555
O -1.350 -1.658 -3.786
S -0.119 -0.641 -3.983
O 0.360 -0.917 -5.308
O 0.954 -1.394 -2.981
C 1.130 -0.743 -1.704
P 2.394 -1.739 -0.715
O 3.146 -2.517 -1.923
I 1.148 -3.522 0.420
C -0.189 -0.456 -0.955
P -0.667 1.376 -0.900
C 0.213 2.250 -2.243
O -2.196 1.444 -1.534
H -5.488 -4.169 1.562
H -3.723 -3.986 1.580
H -4.577 -4.013 0.058
H -4.971 -1.771 0.132
H -5.677 -1.894 1.743
H -3.006 -2.050 2.397
H -3.934 -0.540 2.309
H -3.290 -0.153 0.043
H -1.878 -0.244 1.145
H -1.661 -2.539 0.435
H -0.660 -2.466 -1.449
H -2.761 -2.303 -2.512
H -2.698 -0.552 -2.628
H 1.696 0.178 -1.863
H 2.685 -3.307 -2.224
H 0.047 -0.624 0.103
H -0.126 1.989 -3.241
H 1.293 2.172 -2.139
H -0.048 3.297 -2.066
H -2.752 1.903 -0.903
C 4.647 -6.620 5.041
O 4.686 -6.175 3.698
C 3.594 -5.345 3.341
C 3.964 -3.879 3.354
O 4.280 -3.425 4.660
C 5.671 -3.334 4.908
H 5.624 -7.039 5.275
H 4.438 -5.799 5.732
H 3.889 -7.401 5.169
H 2.743 -5.522 4.007
H 3.293 -5.622 2.325
H 3.106 -3.297 3.006
H 4.799 -3.694 2.670
H 6.099 -2.464 4.397
H 6.198 -4.235 4.586
H 5.804 -3.210 5.981
C -2.183 6.033 -2.723
O -1.038 6.040 -1.889
C 0.121 6.558 -2.524
C 0.392 7.992 -2.127
O -0.625 8.869 -2.578
C -1.557 9.224 -1.574
H -3.049 5.856 -2.087
H -2.312 6.987 -3.239
H -2.119 5.227 -3.463
H 0.029 6.480 -3.612
H 0.970 5.942 -2.210
H 1.330 8.313 -2.590
H 0.508 8.065 -1.041
H -1.117 9.941 -0.872
H -1.908 8.349 -1.021
H -2.406 9.694 -2.068
*
```

Computed properties:
LUMO   -0.00541 Eh
Orbital gap   0.318 Ha
Calculated total energy   -2782.14454 a.u.
HOMO   -8.788 eV

Charges per atom according to Mulliken partitioning, unit e: C -1.03; C -0.41; C -0.96; C -0.66; N 0.24; C -0.51; C -0.72; O -0.39; S 0.71; O -0.64; O -0.50; C 0.21; P 0.05; O -0.42; I -0.16; C -0.05; P -0.24; C -0.65; O -0.47; H 0.33; H 0.25; H 0.22; H 0.23; H 0.44; H 0.45; H 0.36; H 0.28; H 0.30; H 0.22; H 0.58; H 0.41; H 0.23; H 0.18; H 0.34; H 0.69; H 0.31; H 0.41; H 0.05; H 0.31; C -0.73; O -0.39; C -0.43; C -0.25; O -0.41; C -0.72; H 0.24; H 0.32; H 0.32; H 0.30; H 0.32; H 0.22; H 0.29; H 0.32; H 0.32; H 0.25; C -0.80; O -0.35; C -0.39; C -0.66; O -0.37; C -0.67; H 0.25; H 0.38; H 0.32; H 0.36; H 0.36; H 0.38; H 0.36; H 0.32; H 0.28; H 0.24


Look up the calculated total energy of the second one.
-2336.50723 a.u.


Among the records above, which one has the lowest calculated total energy?
C17H40INO9P2S


Among the records above, which one has the highest calculated total energy?
C17H40IN4O6S


calculated total energy of number 4 (C17H40INO9P2S)?
-2782.14454 a.u.